No. 1
Entry from the OMol25 dataset: a single C4H10N4O molecule at a distorted geometry (ωB97M-V/def2-TZVPD).

Last column: Mulliken charge in e.
CARTESIAN COORDINATES (ANGSTROEM)
1 H 0.60942 2.58587 -0.27721  0.283
2 N -0.14838 2.90324 -0.81898  -0.630
3 C -0.54639 1.95873 -1.54250  0.025
4 N -0.36380 0.60040 -1.63066  -0.203
5 O 0.56725 0.14229 -0.65066  -0.400
6 C 0.06459 -0.63780 0.26272  0.859
7 C 0.83907 -0.83900 1.52145  -0.528
8 C 2.37715 -0.75252 1.57723  -1.054
9 N -1.18660 -0.98629 -0.08380  -0.335
10 N -1.80739 -1.90341 0.74693  -0.695
11 H -1.22463 2.22578 -2.39447  0.318
12 H -0.97360 -0.21398 -1.98361  0.395
13 H 0.52742 -0.19635 2.33547  0.296
14 H 0.87487 -1.89953 1.82032  0.332
15 H 2.73841 0.28444 1.16694  0.280
16 H 2.84013 -1.72060 1.03301  0.259
17 H 2.60864 -0.99607 2.66168  0.338
18 H -2.88074 -2.01670 0.60840  0.237
19 H -1.52120 -1.86516 1.82697  0.222

F_max   5.621 eV/Å
DFT total energy   -452.49402 Eh
LUMO energy   0.0279 Eh
Structure (SMILES)   [H]/N=C\NO/C(CC)=N/N
Gap between HOMO and LUMO   8.84 eV
Relative energy (zero: lowest compared OMol25 entry of this formula, charge and spin)   535.1 kJ/mol
HOMO level   -8.1 eV

=====

No. 2
Entry from the OMol25 dataset: a molecular structure, C30H25F6MoN2OPSe at a distorted geometry (ωB97M-V/def2-TZVPD).

Last column: Mulliken charge in e.
CARTESIAN COORDINATES (ANGSTROEM)
1 Mo 0.00382 -0.08929 -0.03401  -0.614
2 C -2.40346 0.56676 -4.76946  -0.526
3 C -1.02445 0.44068 -4.76935  -0.730
4 C -0.36715 -0.44227 -3.88487  -0.031
5 C -1.16129 -1.04978 -2.88573  0.250
6 C -2.56126 -1.00195 -2.93423  -0.614
7 C -3.16374 -0.16510 -3.85054  -0.559
8 P -0.43081 -2.04971 -1.56742  1.535
9 C -0.55275 -3.75700 -2.18765  0.182
10 C -0.48141 -3.97178 -3.57973  -0.212
11 C -0.69572 -5.22700 -4.11657  -0.633
12 C -1.00543 -6.31198 -3.32045  -0.551
13 C -0.98038 -6.12060 -1.94298  -0.562
14 C -0.76014 -4.86500 -1.36782  -0.370
15 C 1.37943 -1.79533 -1.55692  0.763
16 C 2.34539 -2.63662 -2.15245  -0.496
17 C 3.69039 -2.25061 -2.06324  -0.629
18 C 4.05063 -1.12161 -1.30037  -0.731
19 C 3.09451 -0.38307 -0.56811  -0.101
20 C 1.76741 -0.68983 -0.71333  0.604
21 H -2.91358 1.19026 -5.51248  0.424
22 H -0.37434 1.07760 -5.36028  0.416
23 H 0.71278 -0.57949 -3.86057  0.424
24 H -3.15421 -1.55866 -2.19883  0.427
25 H -4.23914 -0.04408 -3.81667  0.431
26 H -0.16386 -3.14091 -4.21267  0.441
27 H -0.67902 -5.31512 -5.19949  0.407
28 H -1.21366 -7.28983 -3.73878  0.438
29 H -1.18841 -6.98047 -1.27585  0.358
30 H -0.76684 -4.73753 -0.28867  0.468
31 H 2.01045 -3.45321 -2.79212  0.455
32 H 4.48124 -2.86132 -2.53363  0.415
33 H 5.09787 -0.86161 -1.26557  0.437
34 H 3.39409 0.47428 0.02538  0.474
35 C -2.73642 3.13284 1.51230  -0.961
36 N -1.30524 3.49222 1.41445  0.362
37 C -0.36961 2.93168 0.59587  -0.196
38 Se -0.90633 1.99568 -1.02216  -0.283
39 N 0.79756 3.61898 0.69356  0.271
40 C 0.67560 4.49681 1.77820  0.725
41 C 1.65166 5.19582 2.47366  -1.089
42 C 1.24263 5.70962 3.70106  -0.409
43 C -0.08164 5.63135 4.17445  -0.713
44 C -1.06387 5.01301 3.42519  -0.568
45 C -0.65431 4.45014 2.22391  0.635
46 H -3.03005 2.72008 0.53560  0.322
47 H -3.31756 4.03744 1.72113  0.417
48 H -2.86458 2.38618 2.29122  0.312
49 H 1.59734 3.40797 0.10629  0.244
50 H 2.67463 5.38685 2.15445  0.447
51 H 1.97939 6.22592 4.29759  0.434
52 H -0.32710 6.00910 5.16365  0.425
53 H -2.12825 4.97208 3.74674  0.372
54 C -0.52191 0.58894 4.28688  -1.536
55 C 0.32162 -0.18335 3.23267  0.662
56 O -0.09447 0.08018 1.97088  -0.803
57 C 0.14865 -1.78331 3.44939  0.623
58 F 0.63512 -2.25129 4.64316  -0.240
59 F -1.19086 -1.99053 3.40894  -0.252
60 F 0.74075 -2.54838 2.49379  -0.216
61 C 1.81435 0.32839 3.33642  0.511
62 F 2.65460 -0.21301 2.42135  -0.217
63 F 1.68114 1.67585 3.10266  -0.149
64 F 2.40236 0.14799 4.52682  -0.248
65 H -1.61466 0.33021 4.28739  0.376
66 H -0.44046 1.66393 4.17285  0.299
67 H -0.11705 0.34181 5.27510  0.450

F_max   4.046 eV/Å
DFT total energy   -4752.56240 Eh
LUMO energy (spin up / spin down)   -0.2844 / -0.2616 Eh
Gap between HOMO and LUMO (spin up / spin down)   6.52 / 7.23 eV
2S+1   3
Relative energy (zero: lowest compared OMol25 entry of this formula, charge and spin)   0.0 kJ/mol
Total charge   +2
HOMO level (spin up / spin down)   -14.3 / -14.3 eV

=====

No. 3
Entry from the OMol25 dataset: 2 unconnected molecules or ions with the total composition C5H12N at a distorted geometry (ωB97M-V/def2-TZVPD).

Last column: Mulliken charge in e.
CARTESIAN COORDINATES (ANGSTROEM)
1 C 1.68713 0.41345 0.90809  -0.301
2 C -1.95343 -0.05708 -0.72360  -0.451
3 C 2.79245 -1.02307 -0.62321  -0.906
4 C -3.04005 0.27216 0.25322  -0.416
5 C -1.59688 0.60379 0.60541  -0.605
6 N 2.00719 0.16018 -0.30530  0.041
7 H 1.05112 1.24793 1.04016  0.387
8 H 2.20204 -0.09439 1.75547  0.329
9 H -1.79104 -1.06329 -0.87530  0.285
10 H -1.97886 0.51231 -1.66053  0.247
11 H 1.50711 0.67289 -0.98717  0.337
12 H 2.61527 -1.27314 -1.61783  0.365
13 H 2.48418 -1.82935 -0.02362  0.375
14 H 3.84471 -0.78310 -0.49594  0.347
15 H -3.51295 -0.68304 0.70632  0.217
16 H -3.80580 1.16309 0.14096  0.235
17 H -1.11177 0.04373 1.27134  0.369
18 H -1.40040 1.71693 0.63152  0.144

F_max   4.856 eV/Å
DFT total energy   -252.11375 Eh
LUMO energy   -0.2002 Eh
Gap between HOMO and LUMO   8.41 eV
Relative energy (zero: lowest compared OMol25 entry of this formula, charge and spin)   308.2 kJ/mol
Total charge   +1
HOMO level   -13.9 eV

=====

No. 4
Entry from the OMol25 dataset: a molecular structure, C13H11N2RhS3 (ωB97M-V/def2-TZVPD).

Last column: Mulliken charge in e.
CARTESIAN COORDINATES (ANGSTROEM)
1 Rh -1.48045 0.23372 0.71810  0.426
2 C 1.53533 -0.76303 0.74829  -1.141
3 N 0.62546 0.37578 0.73931  0.096
4 C 1.08223 1.58055 0.70745  0.528
5 C 0.11707 2.61786 0.77098  -0.424
6 C 0.08647 4.00858 0.74280  -0.765
7 C -1.25882 4.37911 0.83032  -0.589
8 C -2.00839 3.20874 0.90472  -0.499
9 N -1.17750 2.15301 0.86766  -0.054
10 C 1.43462 -1.59089 -0.51156  0.965
11 C 2.54732 -1.75248 -1.32811  -0.479
12 C 2.47050 -2.50915 -2.48882  -0.571
13 C 1.27440 -3.11106 -2.84629  -0.409
14 C 0.16009 -2.96167 -2.03282  -0.685
15 C 0.24330 -2.21331 -0.87028  -0.252
16 H 1.29847 -1.37427 1.62309  0.324
17 H 2.56138 -0.40305 0.86621  0.442
18 H 2.15107 1.77326 0.65071  0.371
19 H 0.93848 4.66415 0.66873  0.439
20 H -1.65376 5.38083 0.84756  0.411
21 H -3.07347 3.07054 0.99266  0.435
22 H 3.48315 -1.27789 -1.05731  0.302
23 H 3.34586 -2.62330 -3.11466  0.367
24 H 1.21038 -3.70015 -3.75147  0.380
25 H -0.77526 -3.43805 -2.29584  0.400
26 H -0.63208 -2.14117 -0.23027  0.339
27 S -4.95186 -1.74706 2.76080  -0.213
28 C -3.74535 -0.96117 2.03420  0.283
29 S -3.60579 -0.42361 0.35283  -0.216
30 S -2.20285 -0.45482 2.70103  -0.211

F_max   0.734 eV/Å
DFT total energy   -1916.59649 Eh
LUMO energy   -0.0488 Eh
Gap between HOMO and LUMO   7.15 eV
HOMO level   -8.5 eV

=====

No. 5
Entry from the OMol25 dataset: 3 unconnected molecules or ions with the total composition C10H19BCl4F3I2P at a distorted geometry (ωB97M-V/def2-TZVPD).

Last column: Mulliken charge in e.
CARTESIAN COORDINATES (ANGSTROEM)
1 C 0.84230 0.11441 1.59222  -1.498
2 C 0.35833 0.64526 0.26281  0.352
3 I 2.06777 0.64020 -1.06540  0.103
4 C -0.30358 2.05597 0.36885  -0.752
5 I 0.97335 3.73760 -0.15069  0.045
6 B -1.02823 2.24470 1.75064  0.208
7 P -2.66837 1.37672 2.10643  0.007
8 C -2.42798 0.04369 3.37232  -1.176
9 C -3.28001 0.49131 0.60410  -0.567
10 C -0.50642 3.19601 2.94544  0.779
11 F -0.96150 4.41050 2.84355  -0.229
12 F -0.98299 2.72849 4.12907  -0.285
13 F 0.79884 3.24086 3.09336  -0.220
14 H 0.02955 -0.13697 2.26063  0.264
15 H 1.38181 -0.80359 1.40987  0.519
16 H 1.55774 0.78921 2.03659  0.378
17 H -0.38617 0.00120 -0.16708  0.133
18 H -1.06426 2.09069 -0.39624  0.406
19 H -2.02317 -0.81625 2.86204  0.377
20 H -3.39899 -0.20664 3.75673  0.342
21 H -1.75409 0.33419 4.16020  0.383
22 H -2.61941 0.52883 -0.25000  -0.398
23 H -4.26594 0.84352 0.36776  0.474
24 H -3.39440 -0.55495 0.86244  0.425
25 Cl -2.53186 -0.80001 -2.29169  -0.131
26 C -1.81042 -0.76699 -3.92445  -0.485
27 C -0.59733 0.12226 -3.98225  -0.176
28 Cl -1.01202 1.84179 -3.76684  -0.165
29 H -2.58146 -0.44308 -4.61871  0.341
30 H -1.52814 -1.78869 -4.17312  0.310
31 H -0.11788 0.02504 -4.95495  0.361
32 H 0.12516 -0.14225 -3.21527  -0.042
33 Cl 5.96922 -2.41152 -1.77250  -0.197
34 C 4.50956 -2.49132 -0.75184  0.094
35 C 3.73718 -3.76763 -0.95923  -0.435
36 Cl 2.98536 -3.84399 -2.57411  -0.186
37 H 3.89635 -1.62147 -0.97320  -0.287
38 H 4.84282 -2.42764 0.28315  0.302
39 H 2.93042 -3.82812 -0.23015  0.273
40 H 4.37355 -4.64145 -0.84439  0.353

F_max   2.119 eV/Å
DFT total energy   -3494.38551 Eh
LUMO energy   -0.0235 Eh
Gap between HOMO and LUMO   7.90 eV
HOMO level   -8.5 eV

=====

Which value of DFT total energy does entry 1 give?
-452.49402 Eh

=====

Which of these has the highest F_max?
C4H10N4O

=====

Look up the DFT total energy of the fifth one.
-3494.38551 Eh

=====

Among the records above, which one has the lowest DFT total energy?
C30H25F6MoN2OPSe